Record 1
Here is a molecular structure, C4H7IO3Pt in a non-equilibrium geometry from the Open Molecules 2025 dataset. Energies are from the ωB97M-V functional and the def2-TZVPD basis.

Geometry as ORCA input:
```
! wB97M-V def2-TZVPD RIJCOSX def2/J DEFGRID3
* xyz 2 1
O -0.6922 3.1356 -0.5927
C -1.3063 2.1705 -0.6341
O -0.6172 0.9165 -0.6273
C -0.6266 0.2983 0.6307
I -1.9944 -1.4671 0.5058
C 0.8311 -0.1211 0.9684
C 1.2230 -1.3257 0.1230
O 0.8848 -1.0885 -1.2416
H -2.4101 2.2519 -0.7245
H -1.0590 0.9652 1.3931
H 1.0014 -0.4067 2.0225
H 1.4562 0.7796 0.8266
H 2.3105 -1.4894 0.2037
H 0.7239 -2.2458 0.4485
H 1.3870 -0.3256 -1.5881
Pt -1.1121 -2.0477 -1.7140
*
```

Properties
- Gap between HOMO and LUMO: 5.596 eV


Record 2
Here is 4 unconnected molecules or ions with the total composition C4H16N8O4 in a non-equilibrium geometry from the Open Molecules 2025 dataset. Energies are from the ωB97M-V functional and the def2-TZVPD basis.

Geometry as ORCA input:
```
! wB97M-V def2-TZVPD RIJCOSX def2/J DEFGRID3
* xyz 0 1
C -1.7258 6.7280 22.6604
O -1.5127 5.5277 22.5161
N -0.9459 7.4842 23.3850
N -2.7500 7.4423 22.2187
H -0.1255 7.0561 23.7895
H -1.1185 8.4632 23.2067
H -2.6053 8.3653 22.6022
H -2.8874 7.4768 21.2186
C -3.7234 12.3606 25.8276
O -3.3649 11.9003 24.7645
N -4.6647 13.2005 25.9909
N -2.9501 12.1645 26.8638
H -4.9852 13.3890 26.9299
H -5.2745 13.3568 25.2011
H -3.3908 12.2702 27.7664
H -2.1933 11.5132 26.7110
C -10.6974 13.8037 22.6079
O -10.0050 13.6198 23.5495
N -11.9442 13.3557 22.4462
N -10.1728 14.1672 21.4874
H -12.3924 12.6877 23.0570
H -12.3617 13.4547 21.5319
H -9.3091 14.5863 21.8012
H -10.7702 14.6187 20.8096
C -4.8982 14.7833 18.5793
O -4.2834 15.7873 18.8388
N -5.0889 13.8053 19.3760
N -5.2039 14.4516 17.3651
H -4.5010 13.8022 20.1973
H -5.6415 13.0747 18.9506
H -5.4882 13.4846 17.3013
H -4.8051 14.7719 16.4942
*
```

Properties
- Energy above the lowest of the compared OMol25 structures with the same formula, charge and spin: 93.2 kcal/mol
- Gap between HOMO and LUMO: 10.012 eV
- SMILES string: NC(N)=O.NC(N)=O.NC(N)=O.NC(N)=O


Record 3
Here is a single CH2FIS molecule in a non-equilibrium geometry from the Open Molecules 2025 dataset. Energies are from the ωB97M-V functional and the def2-TZVPD basis.

Geometry as ORCA input:
```
! wB97M-V def2-TZVPD RIJCOSX def2/J DEFGRID3
* xyz 0 3
C -0.2364 0.2367 -0.0857
F -0.8181 -0.1456 1.0732
S 1.4392 0.1037 0.0074
I -1.1626 -1.0738 -1.6936
H -0.6029 1.4515 -0.3676
H 1.3808 -0.5725 1.0662
*
```

Properties
- Energy above the lowest of the compared OMol25 structures with the same formula, charge and spin: 26.0 kcal/mol
- Gap between HOMO and LUMO (spin up / spin down): 6.740 / 5.804 eV


Record 4
Here is a molecular structure, C23H42AlCaF4IN2NaO22P3S3 in a non-equilibrium geometry from the Open Molecules 2025 dataset. Energies are from the ωB97M-V functional and the def2-TZVPD basis.

Geometry as ORCA input:
```
! wB97M-V def2-TZVPD RIJCOSX def2/J DEFGRID3
* xyz -2 1
C -0.4732 2.6024 -2.7451
S 0.2960 1.0917 -3.3594
O 1.4602 1.4950 -4.0995
O -0.5908 0.3785 -4.2233
C 0.7399 0.0045 -1.9497
C -0.2319 -0.6242 -1.2681
P -2.0843 -0.4626 -1.5603
O -2.6845 -1.0687 -2.7466
C 0.2268 -1.5396 -0.1292
O -0.5141 -2.3386 0.4112
C 1.6156 -1.4554 0.4229
P 2.0062 -2.2779 2.0055
O 0.5465 -2.4065 2.9372
I 2.7605 -4.5892 1.5459
C 2.5702 -0.8006 -0.2335
C 4.0061 -0.6464 0.1720
C 4.2354 -0.0058 1.6136
O 5.4968 0.7239 1.5357
C 3.1797 0.9795 2.0571
N 3.3522 1.1648 3.5551
C 2.1891 -0.1777 -1.5645
O 3.0693 0.1385 -2.3168
H 0.3142 3.3503 -2.6916
H -0.9255 2.3896 -1.7774
H -1.2190 2.8639 -3.4975
H -2.3748 0.9264 -1.4973
H -2.6877 -1.0086 -0.4028
H 0.8771 -2.7881 3.8246
H 4.5595 -0.0352 -0.5411
H 4.4999 -1.6607 0.1584
H 4.4114 -0.8515 2.3407
H 5.3231 1.5955 1.1522
H 3.3697 1.9535 1.6140
H 2.1500 0.6429 1.9123
H 3.4800 0.2178 3.9208
H 2.4250 1.4096 3.8991
F -1.0742 -3.2862 -2.1295
Na 6.0556 -1.3177 1.9424
Al -0.8288 -4.6330 0.1157
C 1.9853 5.1013 0.3930
C 2.2904 3.9542 -0.5943
O 2.8523 2.9131 0.0633
H 2.8970 5.4648 0.8719
H 1.5269 5.9518 -0.1341
H 1.2860 4.7817 1.1704
H 2.8950 4.4233 -1.4045
H 1.3225 3.7585 -1.1122
O -5.6083 0.2706 -2.8811
S -5.5417 0.5180 -4.3280
O -6.8770 0.8424 -4.8361
O -5.0522 -0.6927 -4.9913
O -4.6316 1.6359 -4.5949
Ca 0.3930 -0.9340 4.2112
C 3.5039 -10.0602 2.8026
C 2.6357 -9.8175 1.5745
C 2.4876 -8.3048 1.5925
O 3.6879 -7.7817 2.1828
C 4.4301 -8.8537 2.7743
H 4.0414 -11.0074 2.7811
H 2.8868 -10.0381 3.7040
H 3.1696 -10.1314 0.6742
H 1.6795 -10.3371 1.6010
H 1.6408 -7.9955 2.2138
H 2.3578 -7.8826 0.5949
H 5.3093 -9.0430 2.1492
H 4.7686 -8.5575 3.7677
C -4.2949 5.8827 0.1420
O -4.2455 5.9497 -1.2685
C -4.2695 4.6685 -1.9003
C -5.5572 4.4709 -2.6697
N -6.6937 4.3140 -1.7668
C -7.9884 4.3422 -2.4397
C -8.4050 5.6462 -3.1145
O -8.6409 6.7192 -2.2131
C -7.4938 7.4729 -1.8681
H -4.1528 6.8919 0.5281
H -5.2658 5.5131 0.4898
H -3.4970 5.2449 0.5344
H -4.1095 3.8591 -1.1823
H -3.4377 4.6519 -2.6102
H -5.4683 3.5783 -3.2918
H -5.6902 5.3402 -3.3286
H -6.6727 5.0576 -1.0812
H -8.7411 4.1070 -1.6822
H -8.0203 3.5339 -3.1765
H -9.3633 5.4624 -3.6087
H -7.7116 5.9517 -3.9062
H -6.7634 7.5104 -2.6799
H -7.0239 7.0778 -0.9635
H -7.8174 8.4921 -1.6481
C 11.3130 -0.7479 3.6453
F 12.3950 -0.8307 4.4324
F 11.0885 0.5582 3.4287
F 11.6522 -1.2843 2.4600
S 9.8526 -1.5880 4.3935
O 9.6375 -0.8876 5.6357
O 10.2725 -2.9605 4.5463
O 8.8012 -1.3918 3.4058
O -4.1883 -6.4726 1.9919
P -5.1150 -6.1490 0.8212
O -4.5352 -6.7256 -0.4659
O -5.2272 -4.6360 0.6672
O -6.4865 -6.7556 1.0942
*
```

Properties
- Gap between HOMO and LUMO: 1.357 eV


Record 5
Here is a single C24H34N6O3 molecule in a non-equilibrium geometry from the Open Molecules 2025 dataset. Energies are from the ωB97M-V functional and the def2-TZVPD basis.

Geometry as ORCA input:
```
! wB97M-V def2-TZVPD RIJCOSX def2/J DEFGRID3
* xyz 0 1
C -0.5782 -5.7069 -0.5542
C 0.4088 -4.5522 -0.4370
C 0.2353 -3.8263 0.8965
C 1.1163 -2.5775 1.0468
H 2.0085 -2.6853 0.4272
H 1.4399 -2.4947 2.0872
C 0.3881 -1.2763 0.6980
N 1.1375 -0.1120 1.1694
N 0.6147 0.8184 1.8939
O -0.5911 0.7355 2.1692
C 2.5302 0.0417 0.8025
H 2.6535 -0.3039 -0.2272
H 3.1534 -0.5816 1.4529
C 2.9877 1.4990 0.8895
C 4.3841 1.6203 0.3438
C 5.4729 1.7664 1.1911
C 6.7555 1.8563 0.6778
C 6.9608 1.7965 -0.6895
C 5.8790 1.6468 -1.5414
C 4.5976 1.5586 -1.0285
H 3.7557 1.4410 -1.6956
H 6.0340 1.6001 -2.6092
H 7.9613 1.8674 -1.0903
H 7.5955 1.9734 1.3470
H 5.3164 1.8157 2.2596
H 2.9442 1.8390 1.9235
H 2.3066 2.1136 0.2972
H -0.5542 -1.2431 1.2612
C 0.0874 -1.1534 -0.8052
N -0.3033 0.1907 -1.2024
N 0.4497 0.9573 -1.9308
O 1.5486 0.5225 -2.2809
C -1.5638 0.7415 -0.7366
H -1.5648 0.6924 0.3596
C -1.6972 2.2172 -1.1327
C -2.9172 2.8204 -0.4907
C -3.9995 3.2282 -1.2594
C -5.1306 3.7568 -0.6605
C -5.1928 3.8786 0.7166
C -4.1166 3.4769 1.4908
C -2.9854 2.9529 0.8921
H -2.1510 2.6436 1.5044
H -4.1578 3.5734 2.5654
H -6.0753 4.2885 1.1847
H -5.9638 4.0723 -1.2711
H -3.9549 3.1388 -2.3361
H -1.7480 2.3033 -2.2181
H -0.8045 2.7459 -0.7945
C -2.7630 -0.0811 -1.2545
N -3.1521 -1.1244 -0.3397
N -2.8491 -2.3398 -0.6834
O -3.1320 -3.2517 0.0944
C -3.8216 -0.7648 0.8918
H -4.6589 -0.1020 0.6787
H -4.1777 -1.6905 1.3462
H -3.1377 -0.2674 1.5813
H -3.6133 0.5924 -1.3920
H -2.5178 -0.5481 -2.2110
H -0.7051 -1.8560 -1.0705
H 0.9861 -1.3805 -1.3892
H 0.4829 -4.5284 1.6949
H -0.8157 -3.5629 1.0224
H 0.2474 -3.8652 -1.2680
H 1.4318 -4.9295 -0.5127
H -1.5964 -5.3325 -0.4825
H -0.4607 -6.2171 -1.5070
H -0.4203 -6.4277 0.2449
*
```

Properties
- Energy above the lowest of the compared OMol25 structures with the same formula, charge and spin: 191.3 kcal/mol
- Gap between HOMO and LUMO: 9.821 eV
- SMILES string: CCCC[C@H](CN(N=O)[C@@H](Cc1ccccc1)CN(C)N=O)N(CCc1ccccc1)N=O


Record 6
Here is 2 unconnected molecules or ions with the total composition C2HBrNO3 in a non-equilibrium geometry from the Open Molecules 2025 dataset. Energies are from the ωB97M-V functional and the def2-TZVPD basis.

Geometry as ORCA input:
```
! wB97M-V def2-TZVPD RIJCOSX def2/J DEFGRID3
* xyz -1 1
C -2.0973 1.1035 -0.0931
C 0.7975 -1.4097 0.3307
N 1.9267 -1.2900 0.0572
O -2.8273 1.9790 -0.4675
O -1.0379 0.8108 0.3430
O 2.9988 -1.4873 -0.3679
Br -3.3651 -0.8807 -0.0568
H -0.0840 -1.4904 0.8675
*
```

Properties
- Energy above the lowest of the compared OMol25 structures with the same formula, charge and spin: 10.7 kcal/mol
- Gap between HOMO and LUMO: 8.598 eV


Record 7
Here is 7 unconnected molecules or ions with the total composition C12H21Cl4N5O10 in a non-equilibrium geometry from the Open Molecules 2025 dataset. Energies are from the ωB97M-V functional and the def2-TZVPD basis.

Geometry as ORCA input:
```
! wB97M-V def2-TZVPD RIJCOSX def2/J DEFGRID3
* xyz 0 1
C 0.4801 -0.8946 1.3646
Cl -1.3048 -1.0934 1.4133
Cl 0.9254 -0.1101 -0.1946
Cl 0.9966 0.1889 2.6792
Cl 1.2379 -2.4339 1.5141
C -2.4546 1.9539 2.8729
N -2.8061 3.1467 2.0414
O -1.9236 3.7636 1.4951
O -3.9882 3.3853 1.9542
H -1.3952 1.7438 2.7805
H -3.1096 1.1674 2.5195
H -2.6820 2.1795 3.9119
C -1.2597 -1.6035 -2.8627
N -1.5268 -2.7367 -1.9409
O -0.5817 -3.4150 -1.6104
O -2.6604 -2.9257 -1.5535
H -0.6804 -0.8718 -2.3102
H -2.2148 -1.1807 -3.1570
H -0.7268 -2.0019 -3.7174
C 0.8914 2.4105 -2.9026
N 0.3383 1.8774 -4.1921
O 0.2286 2.6838 -5.0952
O 0.0144 0.7057 -4.2574
H 0.0697 2.9961 -2.4918
H 1.6815 3.0922 -3.1952
H 1.1692 1.6022 -2.2348
C 2.6318 -3.5075 -3.7446
N 2.3141 -2.6324 -2.5685
O 2.7962 -2.9427 -1.4982
O 1.5693 -1.6911 -2.7503
H 3.6955 -3.4630 -3.9447
H 1.9921 -3.1459 -4.5389
H 2.3454 -4.4951 -3.3870
C -3.8032 -3.8366 1.0132
N -4.3100 -4.7285 2.0500
O -5.3667 -4.4072 2.5743
O -3.7277 -5.7557 2.3055
H -3.1378 -4.3710 0.3486
H -3.2943 -3.0073 1.5006
H -4.6250 -3.4103 0.4483
C 1.4642 3.7150 2.1254
C 2.1396 2.9855 1.1554
C 3.3731 2.4318 1.4761
C 3.8914 2.5303 2.7582
C 3.2355 3.2998 3.7171
C 2.0451 3.9065 3.3805
H 0.4983 4.1857 1.9987
H 1.6691 2.8783 0.1879
H 3.9418 1.8347 0.7730
H 4.8381 2.0497 2.9672
H 3.6116 3.4456 4.7221
H 1.4938 4.5016 4.0992
*
```

Properties
- Energy above the lowest of the compared OMol25 structures with the same formula, charge and spin: 0.0 kcal/mol
- Gap between HOMO and LUMO: 9.446 eV
- SMILES string: C[N+](=O)[O-].C[N+](=O)[O-].C[N+](=O)[O-].C[N+](=O)[O-].C[N+](=O)[O-].ClC(Cl)(Cl)Cl.c1ccccc1


Record 8
Here is a molecular structure, C32H73INO17P from the Open Molecules 2025 dataset. Energies are from the ωB97M-V functional and the def2-TZVPD basis.

Geometry as ORCA input:
```
! wB97M-V def2-TZVPD RIJCOSX def2/J DEFGRID3
* xyz 0 1
C 6.7765 -2.8568 0.3659
C 5.3515 -2.6247 -0.1541
C 4.6245 -1.4887 0.5785
C 3.0892 -1.5463 0.4783
C 2.5218 -0.4789 -0.4513
C 1.0124 -0.2288 -0.3892
N 0.4016 -0.4881 0.9546
C -0.8978 -1.1736 0.9066
P -0.7458 -2.8623 0.2957
O 0.4289 -3.2057 -0.5262
O -2.1288 -3.0874 -0.4725
O -0.8432 -3.7643 1.6099
C 0.2356 0.7413 1.6307
O -0.7187 1.4517 1.5650
O 1.3585 1.0940 2.3278
I 1.4289 0.1369 4.0685
H 7.4999 -2.8656 -0.4491
H 7.0904 -2.0650 1.0474
H 6.8724 -3.8049 0.8939
H 4.7565 -3.5258 0.0004
H 5.3760 -2.4017 -1.2213
H 4.9175 -1.5359 1.6310
H 4.9827 -0.5213 0.2139
H 2.7926 -2.5281 0.1108
H 2.6610 -1.4273 1.4724
H 3.0320 0.4666 -0.2492
H 2.7709 -0.7474 -1.4816
H 0.4746 -0.8263 -1.1185
H 0.8283 0.8175 -0.6516
H -1.6517 -0.6416 0.3187
H -1.2707 -1.2462 1.9309
H -1.9718 -3.5749 -1.2925
H -0.4016 -4.6075 1.4282
C -3.5655 -2.7944 3.8698
O -4.4917 -1.8607 3.3661
C -5.0032 -2.2563 2.1062
C -6.1831 -1.3962 1.7210
O -7.4052 -1.8036 2.3157
C -7.6079 -1.4146 3.6656
C -8.0401 0.0244 3.8240
O -6.9213 0.8881 3.7549
C -7.3034 2.2387 3.6414
H -2.7273 -2.9372 3.1786
H -3.1859 -2.4063 4.8131
H -4.0433 -3.7647 4.0513
H -5.3116 -3.3094 2.1402
H -4.2131 -2.1398 1.3493
H -6.3363 -1.5153 0.6475
H -5.9766 -0.3420 1.9181
H -6.7206 -1.6126 4.2710
H -8.4198 -2.0489 4.0263
H -8.5349 0.1471 4.7984
H -8.7595 0.2742 3.0334
H -7.8579 2.4174 2.7125
H -6.3948 2.8368 3.6314
H -7.9249 2.5500 4.4897
C 12.9050 2.0159 -1.9476
O 11.5029 1.8943 -1.9233
C 11.0803 0.5831 -2.2481
C 9.6060 0.4135 -1.9635
O 9.3120 0.1595 -0.5997
C 9.3252 1.2799 0.2700
C 8.0818 2.1338 0.1696
O 8.1698 3.0211 -0.9313
C 6.9314 3.6295 -1.2161
H 13.3103 1.7646 -2.9353
H 13.1487 3.0514 -1.7199
H 13.3731 1.3665 -1.1982
H 11.6471 -0.1514 -1.6616
H 11.2649 0.3961 -3.3160
H 9.2654 -0.4755 -2.4982
H 9.0449 1.2734 -2.3367
H 10.2230 1.8853 0.1276
H 9.3541 0.8561 1.2758
H 7.9661 2.7185 1.0938
H 7.2076 1.4788 0.0598
H 6.1892 2.8849 -1.5276
H 7.0853 4.3344 -2.0307
H 6.5477 4.1727 -0.3432
C 3.3802 6.9900 2.7587
O 2.8543 6.7162 1.4822
C 3.7437 5.9429 0.6992
C 3.0537 5.4428 -0.5494
O 2.2649 4.2838 -0.3346
C 1.0024 4.4837 0.2875
C -0.0590 5.0293 -0.6376
O 0.0700 6.4339 -0.7739
C -0.7342 6.9365 -1.8134
H 4.3310 7.5327 2.6906
H 2.6574 7.6095 3.2853
H 3.5401 6.0667 3.3284
H 4.1053 5.0834 1.2791
H 4.6054 6.5653 0.4152
H 3.8246 5.1294 -1.2573
H 2.4676 6.2380 -1.0155
H 1.0955 5.1131 1.1749
H 0.6830 3.4921 0.6115
H -1.0497 4.7944 -0.2236
H 0.0345 4.5471 -1.6197
H -0.4300 6.5275 -2.7846
H -0.6109 8.0174 -1.8311
H -1.7929 6.7025 -1.6482
C -11.1045 -4.8453 -4.5172
O -9.8363 -4.9903 -3.9236
C -8.7905 -4.8207 -4.8617
C -7.4565 -4.7221 -4.1585
O -7.1814 -3.4338 -3.6326
C -7.8113 -3.1123 -2.4013
C -7.1310 -3.7121 -1.1937
O -7.5230 -5.0622 -1.0187
C -6.7243 -5.7149 -0.0614
H -11.2528 -5.5730 -5.3243
H -11.8502 -5.0191 -3.7444
H -11.2401 -3.8356 -4.9227
H -8.9558 -3.9088 -5.4499
H -8.7738 -5.6809 -5.5467
H -6.6767 -4.8999 -4.9018
H -7.3777 -5.4907 -3.3861
H -8.8689 -3.3841 -2.4144
H -7.7369 -2.0261 -2.3190
H -7.4162 -3.1438 -0.2981
H -6.0413 -3.6502 -1.3217
H -5.6755 -5.7575 -0.3813
H -7.1028 -6.7293 0.0469
H -6.7776 -5.2098 0.9111
*
```

Properties
- Energy above the lowest of the compared OMol25 structures with the same formula, charge and spin: 0.0 kcal/mol
- Gap between HOMO and LUMO: 7.947 eV